Record 1
Computed, not measured: C16H20N2O2 in the gas phase in a non-equilibrium geometry, with ωB97M-V/def2-TZVPD.

```
40
Properties=species:S:1:pos:R:3:forces:R:3:lowdin_charge:R:1
C 6.4366 -0.0433 1.8421 -1.5 2.6 0.7 0.00
C 5.7662 1.1768 1.9282 1.7 -3.6 -1.4 -0.16
C 5.2960 1.9465 0.6954 0.5 0.4 1.6 -0.23
C 3.9166 2.5586 0.8710 -0.5 -0.7 -1.0 -0.22
C 2.7866 1.4869 0.8246 0.2 1.3 0.0 -0.19
C 1.4256 2.1801 0.9428 -0.4 0.5 0.1 -0.15
C 0.2347 1.2725 0.7863 -0.7 0.3 0.1 -0.26
C -0.1432 0.3840 1.7371 -0.6 -1.2 0.4 -0.05
C -1.3085 -0.2976 1.2734 0.1 0.0 -0.2 -0.04
C -1.6677 0.2224 0.0320 -0.6 -1.1 0.9 -0.24
C -2.7860 -0.2004 -0.8628 1.0 -0.6 0.3 0.08
C -3.5147 -1.3636 -0.7691 1.8 2.6 0.1 -0.19
N -3.3537 -2.4070 0.1349 -0.1 1.0 0.4 0.15
C -4.1002 -3.4743 -0.2524 1.2 -3.8 0.5 -0.48
O -3.9155 -4.6329 0.1760 -0.7 2.0 -0.2 0.03
C -4.8663 -3.0934 -1.3910 0.0 3.6 -0.8 0.08
C -4.5266 -1.7781 -1.7075 -1.1 -2.5 -1.4 -0.19
O -4.9036 -1.0346 -2.7996 0.3 -0.6 0.6 -0.07
C -5.6614 -1.7318 -3.8207 -1.1 0.1 0.4 -0.06
N -0.7449 1.2084 -0.2027 1.1 1.7 -2.4 0.09
H 6.6445 -0.4934 0.8743 0.0 0.0 0.2 0.04
H 6.7453 -0.5882 2.7544 -0.2 0.4 -0.7 0.05
H 5.5802 1.5336 2.9200 -0.2 0.5 0.3 0.08
H 5.9981 2.7690 0.5331 0.1 0.0 -0.1 0.11
H 5.3178 1.3250 -0.1805 0.1 -0.4 -0.4 0.10
H 3.8534 3.1255 1.7863 0.0 0.2 0.5 0.11
H 3.7967 3.2872 0.0523 -0.3 -0.2 0.2 0.11
H 2.8390 0.9089 -0.0888 0.1 -0.1 -0.4 0.12
H 2.9220 0.7919 1.6346 0.0 -0.4 0.4 0.10
H 1.3874 3.0017 0.2195 0.0 0.0 0.0 0.11
H 1.3698 2.6599 1.9589 -0.1 -0.4 -0.9 0.13
H 0.3926 0.2270 2.6705 -0.2 -0.1 -0.3 0.11
H -1.8216 -1.1193 1.7389 0.0 0.2 0.4 0.08
H -2.8613 0.3633 -1.7917 -0.5 0.0 0.3 0.11
H -2.5455 -2.5531 0.7105 0.1 0.1 0.0 0.14
H -5.6018 -3.6569 -1.8592 -0.9 -1.1 -0.7 0.09
H -6.5907 -2.1570 -3.3639 0.7 0.3 -0.3 0.10
H -5.1059 -2.5464 -4.2988 0.2 0.2 0.3 0.10
H -5.9872 -1.0139 -4.6094 0.5 -0.3 0.9 0.10
H -0.7025 1.7561 -1.0989 0.0 -0.9 1.5 0.18
```
Positions in Å, forces in eV/Å.

Output
ΔE to the lowest compared entry with this formula, charge and spin in kcal/mol: 101.2
HOMO level in Eh: -0.2757
E_tot in eV: -23989.8260
LUMO in Eh: -0.0073
Gap between HOMO and LUMO in eV: 7.3049
Molecular weight in g/mol: 272.35

Record 2
Computed, not measured: C16H20N2O3 in the gas phase, with ωB97M-V/def2-TZVPD.

```
41
Properties=species:S:1:pos:R:3:forces:R:3:lowdin_charge:R:1
C 1.6514 2.2685 -2.8958 0.0 0.0 0.0 -0.05
C 2.1558 1.4244 -1.7637 0.1 0.0 0.1 -0.28
C 3.5085 1.1718 -1.5969 -0.1 0.0 0.0 -0.05
C 3.9517 0.3657 -0.5631 -0.2 -0.2 0.2 0.01
C 3.0470 -0.1862 0.3274 0.0 0.1 -0.3 -0.20
C 1.6801 0.0925 0.2002 0.4 0.0 -0.1 -0.11
C 1.2529 0.8853 -0.8544 0.2 -0.1 0.0 0.03
N 0.8077 -0.3875 1.1870 -0.3 0.3 0.0 0.02
C -0.5652 0.0585 1.2397 0.1 -0.2 0.0 -0.04
C -1.3833 -0.6564 0.1538 0.1 0.1 0.3 -0.43
O -0.8690 -1.4915 -0.5637 0.2 -0.1 -0.1 0.08
N -2.6852 -0.3187 0.0621 -0.3 -0.1 -0.1 -0.06
C -3.3826 0.6856 0.8304 0.1 0.4 0.1 -0.15
C -3.7874 1.8490 -0.0795 -0.2 -0.2 0.1 -0.17
C -4.6503 1.3297 -1.2272 0.3 0.1 -0.1 -0.21
C -3.9090 0.2246 -1.9763 -0.2 -0.1 0.2 -0.17
C -3.4927 -0.8790 -1.0049 0.1 -0.2 -0.5 -0.14
C 1.1913 -1.3544 2.0613 0.3 -0.1 0.3 -0.40
O 0.4783 -1.7522 2.9595 0.0 -0.2 0.0 0.08
C 2.5811 -1.9175 1.8124 -0.1 -0.5 0.1 -0.06
O 3.5151 -0.9715 1.3461 0.0 0.4 0.0 -0.01
H 1.1265 3.1447 -2.5162 0.0 0.1 0.0 0.08
H 0.9534 1.7000 -3.5088 0.0 0.0 -0.1 0.08
H 2.4720 2.6031 -3.5245 0.0 0.1 -0.1 0.07
H 4.2246 1.5936 -2.2858 0.1 0.0 -0.1 0.11
H 5.0000 0.1521 -0.4292 0.1 -0.1 0.0 0.12
H 0.2020 1.0816 -0.9939 -0.1 0.0 0.0 0.11
H -0.6021 1.1445 1.1262 -0.1 -0.1 0.0 0.14
H -0.9431 -0.2324 2.2252 0.0 0.2 -0.2 0.13
H -2.7707 1.0373 1.6582 0.0 -0.1 0.0 0.11
H -4.2866 0.2256 1.2487 0.1 0.0 0.1 0.13
H -4.3324 2.5939 0.5016 0.0 0.1 0.0 0.11
H -2.8886 2.3212 -0.4821 0.1 0.1 0.0 0.11
H -4.8987 2.1451 -1.9084 -0.1 0.0 0.0 0.11
H -5.5847 0.9317 -0.8247 -0.1 0.0 0.0 0.11
H -4.5425 -0.1977 -2.7568 0.0 0.0 -0.1 0.11
H -3.0157 0.6369 -2.4498 0.1 0.0 -0.1 0.12
H -2.8948 -1.6401 -1.5078 -0.1 0.0 0.1 0.12
H -4.3797 -1.3497 -0.5671 0.0 0.0 0.0 0.13
H 2.9790 -2.3225 2.7446 -0.2 0.1 -0.1 0.14
H 2.4722 -2.7395 1.0849 0.0 0.1 0.1 0.15
```
Positions in Å, forces in eV/Å.

Output
ΔE to the lowest compared entry with this formula, charge and spin in kcal/mol: 26.8
HOMO level in Eh: -0.2976
E_tot in eV: -26040.3752
LUMO in Eh: 0.0247
Gap between HOMO and LUMO in eV: 8.7700
Molecular weight in g/mol: 288.35

Question: Number 1 is which compound?
Answer: C16H20N2O2

Question: Which of these has the highest ΔE to the lowest compared entry with this formula, charge and spin?
Answer: C16H20N2O2

Question: molecular weight of number 1 (C16H20N2O2)?
Answer: 272.35 g/mol

Question: The highest HOMO level belongs to which entry?
Answer: C16H20N2O2